1.
{"formula": "C52H44N2O2P2PtS", "method": "ωB97M-V/def2-TZVPD", "elements": ["Pt", "S", "P", "P", "O", "O", "N", "N", "C", "C", "C", "C", "C", "C", "C", "C", "C", "C", "C", "C", "C", "C", "C", "C", "C", "C", "C", "C", "C", "C", "C", "C", "C", "C", "C", "C", "C", "C", "C", "C", "C", "C", "C", "C", "C", "C", "C", "C", "C", "C", "C", "C", "C", "C", "C", "C", "C", "C", "C", "C", "H", "H", "H", "H", "H", "H", "H", "H", "H", "H", "H", "H", "H", "H", "H", "H", "H", "H", "H", "H", "H", "H", "H", "H", "H", "H", "H", "H", "H", "H", "H", "H", "H", "H", "H", "H", "H", "H", "H", "H", "H", "H", "H", "H"], "positions_angstrom": [[-0.7866, -0.1673, -0.1263], [-3.5445, -0.7069, 1.4494], [-1.2034, 1.4167, 1.4126], [-0.8307, -2.3537, 0.8448], [-4.8139, -1.3610, 1.7881], [1.4506, 0.5111, -0.3120], [-1.3697, 0.5475, -2.3198], [-1.0670, -2.0958, -6.2449], [-1.3580, -5.5028, 4.0967], [-5.2403, 1.3846, 0.9335], [1.6087, 4.9502, 0.7085], [6.1877, 1.4136, -2.0425], [-0.3676, -0.0925, 3.6001], [-1.0263, -3.5984, 2.1112], [-2.3144, -3.2586, -1.4262], [3.3390, -2.6633, -1.0781], [-1.0891, -0.3134, -3.2948], [0.7601, -2.6038, 0.0053], [-3.1540, -1.3302, -0.2233], [0.0335, 3.3409, -0.1283], [-2.3871, -4.6129, 3.8145], [7.6282, 1.7127, -2.3277], [5.6733, 1.5221, -0.7548], [3.1559, -2.3421, 0.2635], [0.9573, -2.9329, -1.3364], [-1.3523, -1.2529, -5.5099], [4.3466, 1.2470, -0.4612], [-4.0997, -1.1361, -1.2311], [-1.1501, 0.9706, 3.1515], [-1.0534, 0.3609, 5.8578], [-5.5528, 2.7248, 0.7267], [0.5944, 3.3771, 2.2212], [3.8967, 1.4157, 0.9596], [2.1054, 0.4910, -1.3626], [-2.2268, -3.6539, 2.8286], [1.8817, -2.3014, 0.7962], [-0.3200, -0.3952, 4.9517], [3.4950, 0.8334, -1.5303], [-2.6276, 0.7514, -4.7954], [0.0107, -4.4914, 2.3983], [-2.2030, -2.3689, -0.3532], [3.1481, 0.2897, -4.0066], [-3.9169, 1.0141, 1.0733], [-0.1639, -5.4434, 3.3888], [4.0106, 0.7206, -2.8467], [-3.2188, 3.3048, 0.8863], [-0.1247, 2.8301, 1.1630], [-4.1321, -1.9709, -2.3325], [-3.2650, -3.0594, -2.4117], [-2.2824, 1.5002, -2.5552], [2.2416, -2.9564, -1.8715], [0.8953, 4.3982, -0.3538], [-2.8933, 1.9654, 1.0823], [-2.9193, 1.6424, -3.7754], [-1.8814, 1.7321, 4.0642], [-1.6973, -0.2547, -4.5438], [1.4569, 4.4413, 1.9901], [-1.8297, 1.4243, 5.4155], [-4.5452, 3.6783, 0.6956], [5.3390, 1.0120, -3.0751], [-2.5111, 2.1625, -1.7293], [2.2826, 5.7811, 0.5323], [4.0109, -2.1142, 0.8915], [5.7365, 0.9302, -4.0815], [-2.4983, 2.5577, 3.7236], [0.4890, 2.9766, 3.2260], [-3.1088, 0.8257, -5.7631], [1.7537, -2.0251, 1.8394], [3.4383, 0.5083, 1.3446], [0.9398, -4.4598, 1.8417], [-1.6609, -4.1193, -1.4798], [-3.0471, -2.9787, 2.6175], [3.7382, 0.2654, -4.9199], [4.3390, -2.6889, -1.4975], [8.1581, 0.7960, -2.6006], [2.3771, -3.2292, -2.9145], [-6.0133, 0.6265, 1.0122], [-3.3427, -3.7583, -3.2370], [-2.4397, 4.0636, 0.9010], [-0.5084, 2.8981, -0.9621], [2.7334, -0.7145, -3.8575], [1.0171, 4.7962, -1.3562], [0.2040, -0.6779, 2.8893], [-0.3579, -1.0854, -3.0852], [-2.4020, 2.0121, 6.1240], [0.1286, -3.1765, -1.9803], [4.7488, 1.6799, 1.5893], [0.2864, -1.2242, 5.2995], [-3.3209, -4.6671, 4.3625], [-6.5890, 3.0211, 0.6074], [8.1269, 2.1502, -1.4633], [3.1466, 2.1994, 1.0401], [-3.6398, 2.4397, -3.9192], [2.0115, 4.8706, 2.8171], [2.3157, 0.9777, -4.1744], [-4.8445, -0.3531, -1.1165], [-4.8776, -1.8187, -3.1070], [0.6326, -6.1461, 3.6043], [-1.0209, 0.1202, 6.9149], [-4.7891, 4.7258, 0.5512], [-1.4907, -6.2528, 4.8687], [6.3331, 1.8385, 0.0478], [7.7211, 2.4002, -3.1703], [1.5856, 0.1622, -2.2780]], "homo_energy_ev": [-12.81, -12.86], "max_force_ha_per_bohr": 0.0329, "total_charge": 2}

2.
{"formula": "C52H46N4O4PRu", "method": "ωB97M-V/def2-TZVPD", "elements": ["Ru", "P", "O", "O", "O", "O", "N", "N", "N", "N", "C", "C", "C", "C", "C", "C", "C", "C", "C", "C", "C", "C", "C", "C", "C", "C", "C", "C", "C", "C", "C", "C", "C", "C", "C", "C", "C", "C", "C", "C", "C", "C", "C", "C", "C", "C", "C", "C", "C", "C", "C", "C", "C", "C", "C", "C", "C", "C", "C", "C", "C", "C", "H", "H", "H", "H", "H", "H", "H", "H", "H", "H", "H", "H", "H", "H", "H", "H", "H", "H", "H", "H", "H", "H", "H", "H", "H", "H", "H", "H", "H", "H", "H", "H", "H", "H", "H", "H", "H", "H", "H", "H", "H", "H", "H", "H", "H", "H"], "positions_angstrom": [[0.2398, -0.0888, -0.0624], [0.5155, -2.7963, -2.2389], [1.9474, -2.4636, -2.9092], [-0.4437, -1.8075, -3.0494], [0.1467, -4.2221, -2.2172], [0.5086, -2.1447, -0.8525], [0.1955, 1.2319, -1.5899], [-1.7904, 0.0558, 0.0220], [2.2779, 0.1066, 0.0681], [0.2602, -1.0549, 1.7168], [-0.8902, 1.8443, -2.1552], [2.6859, -1.3213, 2.0299], [-2.1240, -1.6441, 1.7714], [3.6771, -2.2158, 2.6521], [2.6236, 1.2978, -2.0523], [3.1670, -3.8294, -1.3054], [-3.9766, 0.2696, -0.6263], [3.0017, -4.4976, -3.7137], [-0.9913, -2.0524, -4.3574], [-4.8690, -4.7556, 2.6712], [-0.4569, 2.7620, -3.1598], [5.3581, 2.2623, -5.1517], [4.4430, -4.4865, 2.9059], [1.3502, -1.4949, 2.4039], [3.0846, -3.3197, -2.7429], [-3.8252, -4.9417, 1.7789], [4.4479, -0.5093, 0.4523], [-0.3787, -1.0000, -5.2867], [-0.6639, -3.4404, -4.8951], [3.5085, -3.5852, 2.4393], [-3.9394, -0.6576, 0.3682], [3.5876, 1.6632, -3.0966], [5.5988, 2.7273, -3.8661], [3.0991, -0.5608, 0.9274], [-0.4079, -2.4874, 3.3740], [-4.2003, 2.5067, -4.9235], [4.7866, -1.7712, 3.3669], [3.0666, 0.5727, -0.9446], [-0.8159, -1.6945, 2.2552], [0.8975, 2.6455, -3.2431], [-4.0940, -2.5242, 3.1142], [4.4280, 0.1875, -0.7155], [-3.2160, 1.9916, -4.1020], [-5.2489, 3.2356, -4.3817], [-3.0639, -2.7004, 2.2007], [-5.3024, 3.4420, -3.0120], [-2.2346, 1.5844, -1.8561], [-4.3303, 2.9139, -2.1833], [-4.9870, -3.5555, 3.3538], [3.3412, 1.2123, -4.3949], [-2.6284, 0.7006, -0.8427], [-2.5076, -1.8926, -4.2206], [5.7016, -2.6839, 3.8646], [1.2876, 1.6774, -2.2695], [-3.2689, 2.1776, -2.7182], [4.7248, 2.4265, -2.8375], [4.2249, 1.5060, -5.4141], [-2.9156, -3.9266, 1.5526], [4.2933, -2.4385, -3.0763], [0.9391, -2.3440, 3.4837], [-2.5713, -0.7767, 0.7675], [5.5393, -4.0399, 3.6265], [-5.7875, -3.4157, 4.0643], [-5.5868, -5.5448, 2.8324], [6.5497, -2.3329, 4.4316], [4.0332, 1.1499, -6.4142], [-2.7687, -0.8743, -3.9437], [-1.0959, 3.4196, -3.7133], [3.8684, -5.1382, -3.5778], [4.4532, -1.7051, -2.2911], [4.8940, 2.8151, -1.8439], [-6.1158, 4.0142, -2.5871], [-0.6747, -1.1800, -6.3170], [-4.1541, 2.3330, -5.9865], [0.4131, -3.5709, -4.9548], [-1.0568, -4.2103, -4.2392], [4.9227, -0.7191, 3.5563], [-2.8604, -2.5608, -3.4374], [6.4701, 3.3316, -3.6677], [2.9856, -4.1417, -4.7418], [2.3194, -4.4771, -1.0950], [-3.7253, -5.8742, 1.2454], [1.5869, -2.7613, 4.2295], [-4.7530, -1.2127, 0.7949], [6.2607, -4.7477, 4.0000], [2.1069, -5.0818, -3.5176], [-4.3736, 3.0963, -1.1186], [-1.0977, -3.5596, -5.8859], [-1.0666, -3.0689, 3.9887], [-4.8265, 0.6015, -1.1898], [-6.0199, 3.6370, -5.0209], [2.4614, 0.6115, -4.5728], [-2.4141, 1.4073, -4.5265], [-2.1084, -4.0548, 0.8463], [-3.0056, -2.1447, -5.1516], [-4.1947, -1.5828, 3.6335], [4.1154, -1.9077, -4.0068], [4.0936, -4.3785, -1.1570], [0.7076, -1.0557, -5.2145], [6.0407, 2.5034, -5.9512], [5.2949, -0.9686, 0.9241], [4.3134, -5.5362, 2.6899], [1.5696, 3.1914, -3.8747], [5.1855, -3.0490, -3.1810], [5.2583, 0.3902, -1.3643], [-0.6941, -0.0012, -4.9949], [3.1317, -2.9866, -0.6164], [2.6576, -3.9326, 1.8722]], "homo_energy_ev": [-10.08, -10.54], "max_force_ha_per_bohr": 0.0301, "s_squared": 6.0951, "total_charge": 1, "spin_multiplicity": 5, "relative_energy_kcal_mol": 9.6}